# C15H26N2O4

C15H26N2O4 as an isolated structure in a non-equilibrium geometry (the ωB97M-V functional and the def2-TZVPD basis, OMol25).

* total energy: -27132.1173 eV
* F_max: 16.9 eV/A

ORCA input file:
```
! wB97M-V def2-TZVPD RIJCOSX def2/J DEFGRID3
* xyz 0 1
O -0.416 -0.913 1.029
C -1.144 -0.133 1.357
N -2.438 -0.352 1.476
H -3.210 0.227 1.753
C -3.137 -1.877 0.928
H -2.394 -2.448 0.857
H -3.816 -2.264 2.077
C -4.124 -1.481 -0.243
H -4.698 -2.416 -0.389
C -3.333 -1.095 -1.400
H -3.176 -1.689 -2.014
C -4.475 0.010 -2.130
H -3.879 0.477 -2.779
C -4.999 0.618 -0.755
H -6.052 0.862 -1.090
O -5.136 -0.526 0.310
H -4.384 1.213 -0.369
H -5.150 -0.690 -2.526
H -2.351 -0.416 -1.187
C -0.990 1.354 1.857
H 0.024 1.335 2.001
H -1.736 1.743 2.697
C -1.117 2.348 0.581
H -0.924 3.302 1.002
H -2.156 2.399 -0.051
C -0.128 1.859 -0.660
C 1.273 1.770 -0.280
O 1.926 3.150 -0.448
N 1.704 0.798 0.366
H 1.258 -0.049 0.390
C 3.190 0.840 0.545
H 3.245 0.184 1.426
H 3.605 1.786 0.699
C 3.948 -0.157 -0.507
C 5.444 -0.145 -0.156
H 5.688 0.464 0.900
H 6.082 0.556 -1.005
C 5.824 -1.542 -0.029
H 6.110 -1.749 -1.300
H 6.493 -1.752 0.484
C 4.559 -2.295 0.166
H 4.223 -3.138 -0.190
H 4.216 -2.324 1.122
O 3.473 -1.515 -0.567
H 3.667 0.509 -1.524
H -0.272 0.753 -0.984
H -0.316 2.410 -1.438
*
```

# C15H27BCl8N2OS2

C15H27BCl8N2OS2 as an isolated structure in a non-equilibrium geometry (the ωB97M-V functional and the def2-TZVPD basis, OMol25).

* total energy: -143534.9997 eV
* F_max: 7.8 eV/A

ORCA input file:
```
! wB97M-V def2-TZVPD RIJCOSX def2/J DEFGRID3
* xyz 0 1
C 4.137 -2.594 1.670
O 3.750 -1.180 1.975
C 5.024 -0.461 2.113
C 5.101 0.989 1.358
C 4.604 1.004 -0.200
B 5.028 -0.309 -1.092
C 4.095 -0.829 -2.377
C 2.578 -1.279 -1.953
C 1.497 -0.052 -1.832
S -0.289 -0.574 -2.256
C -1.436 0.184 -0.931
S -2.518 1.485 -1.257
N -1.295 -0.452 0.467
C -1.462 -1.962 0.456
C -1.190 -2.230 2.076
N -0.928 -0.889 2.763
C -0.975 0.253 1.771
H 3.199 -3.249 1.329
H 4.915 -2.681 0.795
H 4.636 -3.005 2.658
H 5.149 -0.237 3.279
H 5.977 -1.069 1.807
H 4.397 1.728 1.958
H 6.220 1.374 1.443
H 3.456 1.227 -0.227
H 5.134 1.942 -0.716
H 6.031 -0.868 -0.790
H 4.642 -1.818 -2.762
H 4.150 -0.018 -3.228
H 2.632 -1.821 -0.906
H 2.234 -2.098 -2.732
H 1.757 0.793 -2.616
H 1.522 0.347 -0.732
H -1.695 -2.718 -0.408
H -1.195 -3.315 2.542
H -0.792 1.410 1.954
C -5.170 -3.526 1.219
Cl -3.573 -2.830 0.918
Cl -6.066 -2.572 2.407
H -5.732 -3.545 0.282
H -5.049 -4.544 1.598
C -3.887 -1.443 -3.982
Cl -4.427 -3.053 -4.472
Cl -3.071 -1.494 -2.415
H -3.192 -1.057 -4.733
H -4.755 -0.783 -3.910
C -2.178 4.722 0.801
Cl -1.803 4.979 -0.908
Cl -1.054 3.570 1.532
H -2.103 5.676 1.328
H -3.194 4.331 0.887
C -6.565 4.834 0.939
Cl -5.117 5.328 0.054
Cl -8.032 5.345 0.095
H -6.570 3.745 1.033
H -6.548 5.290 1.932
*
```

# C15H27Cl2FN5NbPS

C15H27Cl2FN5NbPS as an isolated structure in a non-equilibrium geometry (the ωB97M-V functional and the def2-TZVPD basis, OMol25).

* total energy: -72867.3785 eV
* F_max: 10.4 eV/A

ORCA input file:
```
! wB97M-V def2-TZVPD RIJCOSX def2/J DEFGRID3
* xyz -1 1
C -2.300 0.471 -1.032
C -1.071 -0.467 -1.578
Cl -1.076 -0.860 -3.427
C 0.028 -1.055 -0.762
Cl 1.347 -2.093 -1.628
Nb 0.161 -0.684 1.480
C -0.277 -2.847 2.039
C -0.319 -3.904 0.787
F -0.744 -5.260 1.297
P 2.706 -1.084 1.360
S 3.519 -0.616 3.092
H -2.047 1.133 -0.101
H -2.546 1.237 -1.915
H -3.311 -0.143 -0.877
H 0.497 1.071 1.142
H 0.390 -0.310 3.246
H -1.630 -0.274 1.585
H 0.535 -3.236 2.795
H -1.316 -2.880 2.601
H 0.782 -4.083 0.361
H -1.082 -3.576 -0.038
H 3.008 -2.467 1.032
H 3.288 -0.209 0.342
C 0.703 2.503 -3.779
C 0.410 2.724 -2.304
N 0.167 2.907 -1.080
H 0.588 3.442 -4.326
H 1.727 2.140 -3.905
H 0.010 1.763 -4.190
C -6.046 -2.612 0.006
C -4.868 -2.008 0.753
N -3.890 -1.506 1.372
H -6.768 -1.831 -0.245
H -5.699 -3.087 -0.915
H -6.537 -3.363 0.631
C -1.733 3.091 4.222
C -2.200 2.383 2.960
N -2.587 1.795 1.914
H -1.853 2.431 5.085
H -0.679 3.366 4.127
H -2.325 3.996 4.381
C 1.549 7.063 -2.468
C 1.462 6.235 -3.740
N 1.391 5.547 -4.795
H 1.018 6.557 -1.657
H 2.595 7.197 -2.181
H 1.096 8.045 -2.632
C 5.572 -4.962 0.216
C 5.808 -3.469 0.057
N 6.003 -2.230 -0.074
H 4.576 -5.140 0.630
H 5.647 -5.456 -0.756
H 6.319 -5.388 0.891
*
```

# C15H27ClIOOsP2

C15H27ClIOOsP2 as an isolated structure in a non-equilibrium geometry (the ωB97M-V functional and the def2-TZVPD basis, OMol25).

* total energy: -59677.4199 eV
* expectation value of S²: 6.0323
* F_max: 6.4 eV/A

ORCA input file:
```
! wB97M-V def2-TZVPD RIJCOSX def2/J DEFGRID3
* xyz 3 5
C 2.688 -3.304 -1.258
I 3.272 -1.579 0.089
H 1.842 -3.157 -1.938
H 2.562 -4.165 -0.598
H 3.625 -3.403 -1.824
Os 1.081 -0.473 0.733
P -0.492 -2.125 0.744
C -0.184 -3.039 2.285
C -2.288 -1.733 0.762
H -2.864 -2.600 1.128
H -1.282 -4.150 -0.355
H -2.617 -1.474 -0.256
H -0.733 -2.906 -1.527
H 0.053 -2.309 3.067
H -2.488 -0.871 1.410
C -0.509 -3.394 -0.568
H -1.072 -3.616 2.578
H 0.466 -3.880 -0.623
H 0.669 -3.713 2.152
P 0.881 0.511 -1.371
C 2.339 1.614 -1.502
C 1.061 -0.639 -2.784
H -1.199 0.926 -2.565
H -0.174 2.394 -2.532
H -1.090 1.910 -1.089
C -0.525 1.532 -1.945
H 0.098 -1.130 -2.972
H 1.356 -0.083 -3.684
H 2.330 2.153 -2.460
H 3.261 1.023 -1.421
H 1.818 -1.398 -2.573
H 2.309 2.341 -0.681
C 2.096 -0.207 2.306
O 2.732 0.010 3.265
Cl -3.439 1.260 2.113
C -2.347 2.353 1.340
C -2.889 3.527 0.832
C -2.051 4.548 0.374
C -0.672 4.384 0.453
C -0.125 3.192 0.925
C -0.942 2.119 1.314
C -0.316 0.845 1.806
H -3.970 3.651 0.822
H -2.486 5.470 -0.017
H -0.006 5.196 0.146
H 0.959 3.082 1.007
H 0.338 1.121 2.655
H -1.078 0.186 2.235
*
```